Computed, not measured: a structure of composition C32H37AsBrCl2CuN3O2Si2, with the ωB97M-V functional and the def2-TZVPD basis.

Structure (XYZ):
```
81
Properties=species:S:1:pos:R:3:forces:R:3
Cu 0.72835 0.42067 0.68031 0.176 0.102 -0.063
Br -4.39343 -4.27873 -2.05604 0.004 0.002 0.002
C -3.33496 -3.18824 -0.93381 -0.009 0.009 0.015
C -3.84856 -2.76855 0.28646 -0.006 -0.020 -0.024
C -3.08167 -1.96598 1.11203 -0.045 -0.021 0.005
C -1.80221 -1.58322 0.71529 0.059 -0.024 -0.047
C -1.31204 -1.99200 -0.52100 -0.004 0.036 0.014
C -2.07058 -2.80530 -1.34671 -0.016 0.019 0.008
N -0.93406 -0.77392 1.48226 -0.083 -0.058 -0.114
C -1.10085 -0.55535 2.71668 -0.151 -0.084 0.085
C -0.12731 0.28476 3.42558 0.145 0.069 0.184
C -0.19044 0.46859 4.79622 -0.052 -0.034 -0.024
C 0.77780 1.24825 5.40805 -0.012 0.011 0.069
C 1.77595 1.80935 4.63307 0.050 0.037 -0.040
C 1.77487 1.56849 3.26638 -0.015 -0.025 -0.009
N 0.84077 0.82824 2.68082 0.030 -0.023 -0.044
H -4.84575 -3.06305 0.58202 -0.003 0.003 0.000
H -3.50709 -1.62786 2.04811 0.039 0.025 0.001
H -0.33609 -1.64760 -0.83906 0.011 0.010 -0.014
H -1.68351 -3.12070 -2.30540 -0.007 -0.009 -0.006
H -1.90936 -0.98379 3.30953 -0.009 -0.024 -0.020
H -0.98353 0.00407 5.36695 -0.006 -0.002 0.001
H 0.75550 1.41110 6.47735 -0.003 -0.006 0.002
H 2.55298 2.41961 5.07055 0.002 0.004 -0.002
H 2.54708 1.95767 2.61403 0.006 -0.002 0.014
Cl -1.97357 -0.25093 -3.79337 0.033 -0.037 0.005
C -2.54762 1.38800 -3.79079 -0.028 0.045 0.013
C -2.60329 2.06674 -4.98944 0.016 -0.037 0.021
C -3.06213 3.37260 -5.01907 -0.006 0.026 0.008
C -3.48975 3.96603 -3.84605 0.001 -0.007 -0.030
C -3.44947 3.26508 -2.65235 0.036 -0.002 -0.008
Cl -4.09521 4.05966 -1.24366 -0.020 0.010 0.002
C -2.93870 1.96397 -2.57163 -0.037 -0.018 0.037
N -2.88199 1.22032 -1.40102 0.013 0.075 -0.006
C -2.58524 1.73461 -0.10441 0.037 -0.041 0.010
C -3.44475 1.38058 0.92813 0.013 -0.016 -0.035
C -3.21876 1.80941 2.22593 0.007 0.024 0.014
C -2.12553 2.62097 2.49586 -0.053 0.023 -0.007
C -1.26847 2.97585 1.46624 -0.020 -0.019 -0.053
C -1.46543 2.53916 0.15623 -0.007 0.002 0.008
C -0.52473 2.98331 -0.92923 0.006 0.001 0.048
C 0.13310 1.87441 -1.76258 0.023 -0.046 -0.040
O 0.38525 2.09637 -2.93383 -0.021 0.026 -0.056
O 0.40843 0.76167 -1.16208 -0.105 -0.050 0.066
H -2.26712 1.56905 -5.88776 -0.001 0.001 -0.004
H -3.09380 3.91970 -5.95039 0.000 0.004 -0.007
H -3.87758 4.97498 -3.84084 -0.001 0.004 0.002
H -2.57019 0.26910 -1.54651 0.012 0.005 0.020
H -4.31441 0.78559 0.68104 -0.007 -0.007 0.002
H -3.91175 1.53967 3.01350 -0.008 0.002 0.013
H -1.94538 2.98562 3.49966 -0.001 0.001 0.009
H -0.41871 3.61610 1.67354 0.016 0.005 0.002
H 0.29491 3.55090 -0.47881 -0.011 0.005 0.012
H -1.02242 3.65825 -1.62566 0.003 0.002 -0.019
C 2.12442 -3.66284 0.47196 0.005 0.010 0.019
Si 3.05897 -2.33066 1.41007 0.024 -0.017 0.083
C 4.84609 -2.86471 1.62947 0.015 0.011 -0.013
C 2.28734 -2.23583 3.12828 -0.016 0.005 -0.057
As 3.08568 -0.19113 0.44035 0.005 0.017 0.009
Si 3.27639 -0.77453 -1.84164 -0.013 -0.003 -0.103
C 3.58404 0.80314 -2.79321 -0.002 -0.007 0.039
C 1.82686 -1.67824 -2.61690 -0.006 -0.036 0.049
C 4.79616 -1.87884 -1.98507 0.001 0.020 -0.005
H 2.14137 -4.59212 1.04910 -0.010 0.000 -0.002
H 2.56172 -3.86864 -0.50601 0.016 0.008 0.012
H 1.08067 -3.37749 0.32115 0.000 -0.019 0.000
H 4.90785 -3.84616 2.10719 -0.032 -0.006 0.005
H 5.37990 -2.14788 2.25661 0.008 0.002 -0.001
H 5.36602 -2.92070 0.67308 0.027 0.000 -0.005
H 2.51736 -3.13859 3.70016 0.012 -0.021 -0.029
H 1.20161 -2.16530 3.04577 -0.041 0.022 0.039
H 2.65186 -1.37758 3.69639 -0.002 0.025 -0.001
H 2.67861 1.41174 -2.81460 -0.010 0.008 -0.022
H 3.85212 0.56709 -3.82689 -0.009 -0.005 -0.006
H 4.39683 1.38807 -2.35835 0.009 -0.017 0.017
H 0.96995 -1.00718 -2.67604 0.014 0.016 -0.043
H 1.54353 -2.57938 -2.06986 0.018 0.005 0.000
H 2.10965 -1.98106 -3.62971 -0.009 0.018 -0.009
H 5.66725 -1.42100 -1.51198 0.009 -0.018 0.005
H 5.03010 -2.03137 -3.04246 0.000 0.002 -0.005
H 4.64011 -2.86216 -1.53719 -0.004 0.002 0.006
```
Forces are in eV/Å.

Summary:
Expectation value of S²: 0.76
Orbital gap (alpha / beta): 0.22510 / 0.23088 Eh
Multiplicity: 2
Lowest unoccupied orbital energy (alpha / beta): -1.27 / -1.44 eV

Charges in e, computed with Mulliken, in the same order as the atoms:
1 Cu -1.84
2 Br -0.19
3 C -0.22
4 C -0.80
5 C -0.88
6 C 0.23
7 C 0.05
8 C -0.57
9 N 1.44
10 C -0.62
11 C 0.72
12 C -1.01
13 C -0.64
14 C -0.81
15 C -0.71
16 N 1.98
17 H 0.43
18 H 0.39
19 H -0.24
20 H 0.62
21 H 0.36
22 H 0.52
23 H 0.47
24 H 0.47
25 H 0.41
26 Cl -0.21
27 C 0.92
28 C -0.61
29 C -0.58
30 C -0.63
31 C 0.58
32 Cl -0.21
33 C -0.56
34 N 0.21
35 C -0.09
36 C -0.58
37 C -1.08
38 C -0.72
39 C -0.96
40 C 1.64
41 C -1.69
42 C 0.64
43 O -0.73
44 O 1.20
45 H 0.43
46 H 0.38
47 H 0.44
48 H -0.26
49 H 0.57
50 H 0.44
51 H 0.53
52 H 0.52
53 H 0.51
54 H 0.33
55 C -0.74
56 Si 0.45
57 C -1.09
58 C -0.90
59 As -0.31
60 Si 0.61
61 C -1.07
62 C -0.18
63 C -1.16
64 H 0.46
65 H 0.28
66 H -0.09
67 H 0.34
68 H 0.30
69 H 0.29
70 H 0.56
71 H 0.02
72 H 0.20
73 H 0.17
74 H 0.33
75 H 0.30
76 H -0.46
77 H 0.14
78 H 0.59
79 H 0.32
80 H 0.38
81 H 0.27